*a*
A 7-piece molecular cluster, H14O7 overall, computed with ωB97M-V with the def2-TZVPD basis set.

Properties
2S+1: 1
HOMO level (eV): -10.2
Charge: 0
SMILES: O.O.O.O.O.O.O

Cartesian coordinates (Å):
1 O 0.25651 -0.18767 2.03875
2 H 0.71797 0.23866 1.27093
3 H 0.53681 0.36083 2.69786
4 O -3.08592 3.85622 1.41854
5 H -2.35048 3.26894 1.65889
6 H -3.69387 3.63452 2.18503
7 O -1.57908 0.54779 0.13042
8 H -0.87637 0.06274 -0.25689
9 H -1.52339 0.62097 1.12822
10 O 1.38688 1.24143 -0.11195
11 H 2.10794 1.77607 0.10097
12 H 1.34741 1.15881 -1.07411
13 O 4.49302 -2.93971 0.26038
14 H 5.08679 -2.98042 -0.44509
15 H 3.82519 -2.37403 -0.15765
16 O -2.05500 -2.02419 -0.10068
17 H -2.64124 -2.13431 -0.84914
18 H -1.30264 -1.47732 -0.53625
19 O -0.32738 -1.21074 -2.97006
20 H 0.16095 -1.17331 -3.78457
21 H -0.48411 -0.26531 -2.60359

=====

*b*
A 7-piece molecular cluster, H14O7 overall, computed with ωB97M-V with the def2-TZVPD basis set.

Properties
2S+1: 1
HOMO level (eV): -10.7
Charge: 0
SMILES: O.O.O.O.O.O.O

Cartesian coordinates (Å):
1 O 44.17500 21.26700 38.52800
2 H 43.32800 21.71200 38.49200
3 H 44.51100 21.23700 37.44500
4 O 41.09900 18.26600 40.21900
5 H 41.98700 18.49000 40.30000
6 H 41.10800 18.26300 41.13700
7 O 42.59000 18.42800 36.57100
8 H 41.90400 18.10500 35.99200
9 H 43.00300 17.92300 37.14400
10 O 44.34900 16.55300 38.24700
11 H 45.21500 16.35500 38.64100
12 H 43.80600 15.82100 38.51000
13 O 45.97800 18.96200 42.14700
14 H 45.89700 17.98400 42.21300
15 H 45.52200 19.08300 41.29200
16 O 45.39100 22.18100 40.76900
17 H 44.64900 22.24100 41.68600
18 H 44.98200 21.80100 40.08800
19 O 43.80000 18.87200 40.06500
20 H 43.77300 19.62300 39.37100
21 H 44.15900 18.10200 39.65400

=====

Which of them is most stable, and which least? Most stable: *a*; least stable: *b*.

=====

*a*
A 7-piece molecular cluster, H14O7 overall, computed with ωB97M-V with the def2-TZVPD basis set.

Properties
2S+1: 1
HOMO level (eV): -9.1
Charge: 0
SMILES: O.O.O.O.O.O.O

Cartesian coordinates (Å):
1 O -1.03354 0.40227 0.62510
2 H -0.60661 0.49261 -0.23429
3 H -0.78060 1.20316 1.09796
4 O -1.42063 4.07161 -1.23417
5 H -2.08041 3.98704 -0.53665
6 H -1.80294 4.71467 -1.84188
7 O -2.96215 -0.62733 0.77144
8 H -2.71539 -0.64731 1.70294
9 H -2.51717 -1.39470 0.39445
10 O 1.66677 0.21769 1.83345
11 H 1.01934 0.50489 2.48716
12 H 2.34255 -0.23094 2.35407
13 O 4.40090 0.24051 -0.25888
14 H 5.16073 0.31367 0.32959
15 H 3.65469 0.51377 0.28654
16 O 1.27715 -1.70041 -2.13349
17 H 0.44087 -2.15972 -1.99688
18 H 1.48516 -1.32975 -1.26843
19 O -1.88133 -2.79142 -0.40486
20 H -1.11853 -2.60775 -0.96468
21 H -2.52889 -3.17255 -1.00850

=====

*b*
A 7-piece molecular cluster, H14O7 overall, computed with ωB97M-V with the def2-TZVPD basis set.

Properties
2S+1: 1
HOMO level (eV): -11.4
Charge: 0
SMILES: O.O.O.O.O.O.O

Cartesian coordinates (Å):
1 O -1.00626 -1.80578 -2.00961
2 H -0.81503 -0.97603 -1.50393
3 H -0.66774 -1.67972 -2.92571
4 O 1.17897 0.59027 -2.40661
5 H 1.77218 1.23818 -2.14574
6 H 1.51115 -0.24877 -1.90090
7 O -2.07899 -1.78249 1.61398
8 H -2.25948 -2.64779 1.60304
9 H -2.06956 -1.46516 0.66774
10 O -1.84329 1.30395 0.16940
11 H -1.06222 1.88200 -0.02831
12 H -1.96129 0.63902 -0.58054
13 O 0.89944 -2.36630 1.76436
14 H 0.07254 -2.70105 2.15913
15 H 0.54449 -1.52805 1.32157
16 O -0.11010 3.76205 1.08005
17 H 0.40517 4.10183 0.36777
18 H -1.02055 4.27939 1.18236
19 O 2.74837 -0.13914 0.11772
20 H 2.44581 -0.83237 0.74646
21 H 3.31641 0.37598 0.70777

=====

*c*
A 7-piece molecular cluster, H14O7 overall, computed with ωB97M-V with the def2-TZVPD basis set.

Properties
2S+1: 1
HOMO level (eV): -10.8
Charge: 0
SMILES: O.O.O.O.O.O.O

Cartesian coordinates (Å):
1 O 0.46672 0.70114 1.82433
2 H 1.37241 0.67922 1.51533
3 H 0.19884 1.61390 1.71786
4 O 2.83014 0.13991 0.91825
5 H 2.74248 -0.29712 0.07116
6 H 2.96393 -0.57265 1.54322
7 O -1.47359 -1.23550 2.34839
8 H -0.71564 -0.67724 2.17497
9 H -1.13357 -1.93550 2.90573
10 O -1.29222 1.02152 -3.71555
11 H -0.98098 0.87489 -2.82231
12 H -2.20301 1.29643 -3.61024
13 O -0.37766 -0.13607 -0.64043
14 H -0.26881 0.11465 0.27692
15 H 0.49854 -0.39778 -0.92329
16 O -3.14779 1.26581 -0.24839
17 H -2.21104 1.06973 -0.26447
18 H -3.28941 1.69146 0.59719
19 O 1.92081 -1.37193 -1.12062
20 H 2.18793 -1.69279 -1.98197
21 H 1.91192 -2.15209 -0.56608

=====

*d*
A 7-piece molecular cluster, H14O7 overall, computed with ωB97M-V with the def2-TZVPD basis set.

Properties
2S+1: 1
HOMO level (eV): -10.4
Charge: 0
SMILES: O.O.O.O.O.O.O

Cartesian coordinates (Å):
1 O -2.53452 -0.09286 1.04238
2 H -2.82152 0.79114 1.24538
3 H -2.20452 -0.49486 1.90738
4 O 0.00548 1.78514 0.12738
5 H -0.11752 1.11514 0.83638
6 H 0.28748 1.22814 -0.58662
7 O -2.15152 1.11714 -1.96262
8 H -1.94952 2.07914 -2.09762
9 H -2.21152 1.13814 -1.02362
10 O 2.53548 0.12514 1.59938
11 H 2.30148 -0.79386 1.55938
12 H 2.68648 0.28214 0.65838
13 O 2.09248 -2.53586 1.51538
14 H 1.42148 -2.51286 0.81938
15 H 1.65448 -2.43186 2.34738
16 O 0.66148 0.67814 -2.05862
17 H 1.25148 1.23714 -2.57862
18 H -0.17152 0.97414 -2.40262
19 O 0.06748 -1.40786 -0.18062
20 H 0.00648 -0.84786 -0.92762
21 H -0.80952 -1.43286 0.16038

=====

Which of them is most stable, and which least? Most stable: *c*; least stable: *a*.

=====

*a*
A 7-piece molecular cluster, H14O7 overall, computed with ωB97M-V with the def2-TZVPD basis set.

Properties
2S+1: 1
HOMO level (eV): -10.3
Charge: 0

Cartesian coordinates (Å):
1 O 2.72652 -0.94381 0.96819
2 H 2.93752 -0.33181 1.68119
3 H 2.12152 -1.62281 1.21819
4 H 2.14452 -0.46381 0.31219
5 O 0.48652 0.09919 0.19019
6 H -0.44848 -0.01781 0.07619
7 O 0.05752 2.07419 1.90819
8 H 0.38552 1.58419 1.23019
9 H 0.40852 2.91419 1.70419
10 O 0.42752 -1.14881 -2.26481
11 H -0.48548 -1.58181 -2.22481
12 H 0.47752 -0.73081 -1.35881
13 O -2.73948 -1.20581 -1.62081
14 H -2.97848 -0.68881 -0.78681
15 H -2.87848 -0.39181 -2.10981
16 O -0.26848 2.06219 -1.34081
17 H 0.05252 1.34319 -0.75481
18 H 0.13352 1.77219 -2.08781
19 O -0.80648 -1.15481 2.04019
20 H -0.09048 -0.90181 1.48619
21 H -1.66348 -0.66481 1.73419

=====

*b*
A 7-piece molecular cluster, H14O7 overall, computed with ωB97M-V with the def2-TZVPD basis set.

Properties
2S+1: 1
HOMO level (eV): -10.6
Charge: 0
SMILES: O.O.O.O.O.O.O

Cartesian coordinates (Å):
1 O 0.04784 -0.38869 -1.40386
2 H 0.62644 -0.64232 -2.04178
3 H 0.35857 -0.63736 -0.53596
4 O 4.43531 0.42220 0.11391
5 H 3.96132 1.04874 -0.46392
6 H 5.21931 1.04035 0.38722
7 O -2.70194 -1.17851 1.41248
8 H -3.37169 -1.34575 2.07531
9 H -3.16837 -1.32389 0.57606
10 O 0.19423 -2.74957 -0.75689
11 H -0.27380 -2.82164 0.11200
12 H -0.27634 -1.97938 -1.21461
13 O -2.39798 0.47018 -1.00846
14 H -1.69918 0.31994 -0.42198
15 H -3.24098 -0.01679 -0.69360
16 O -0.77452 4.49683 0.17646
17 H -0.72139 3.81679 -0.38487
18 H -0.56119 4.17760 1.07485
19 O 1.27491 -0.97918 1.20479
20 H 0.58391 -1.50477 1.62430
21 H 1.94059 -0.87771 1.99950

=====

Which of them is most stable, and which least? Most stable: *b*; least stable: *a*.

=====

*a*
H14O7 as an isolated structure, computed with ωB97M-V with the def2-TZVPD basis set.

Properties
2S+1: 1
HOMO level (eV): -9.4
Charge: 0

Cartesian coordinates (Å):
1 O 0.14732 0.10176 -0.11988
2 H 0.20077 0.94207 0.33538
3 H -0.57696 -0.35646 0.30637
4 O 1.81924 -1.05702 0.63944
5 H 2.52072 -0.40877 0.57665
6 H 1.12020 -0.70852 0.08616
7 O 0.95688 -0.66661 -1.84288
8 H 0.61245 -0.24168 -1.05736
9 H 0.55837 -0.18734 -2.56931
10 O 0.16776 2.24710 0.53897
11 H 1.05840 2.46734 0.26604
12 H -0.02658 2.86421 1.24441
13 O -0.84067 -1.46157 0.97990
14 H -0.35572 -2.02975 1.57842
15 H -0.82988 -1.92830 0.14427
16 O 0.53185 1.73067 -2.21313
17 H 0.37413 1.57212 -1.28242
18 H -0.28435 2.11525 -2.53275
19 O -2.69136 -1.43679 1.72106
20 H -2.66458 -2.39310 1.68944
21 H -1.79799 -1.16463 1.51121

=====

*b*
A 7-piece molecular cluster, H14O7 overall, computed with ωB97M-V with the def2-TZVPD basis set.

Properties
2S+1: 1
HOMO level (eV): -11.0
Charge: 0
SMILES: O.O.O.O.O.O.O

Cartesian coordinates (Å):
1 O -1.34607 -0.93837 0.21108
2 H -1.29977 -1.31329 1.07618
3 H -0.53896 -0.95392 -0.19875
4 O 0.37778 -0.89628 -4.64815
5 H 0.97333 -0.79311 -3.91510
6 H 0.87013 -0.50667 -5.31037
7 O 1.20040 2.28998 2.19960
8 H 1.10589 1.87100 3.13302
9 H 1.38730 3.17564 2.42037
10 O 2.94638 -2.44040 0.73336
11 H 2.46912 -2.29094 -0.04971
12 H 3.65727 -1.77382 0.62869
13 O 1.61731 -1.93932 4.05085
14 H 2.25434 -1.64783 4.71525
15 H 1.91790 -1.74491 3.20188
16 O -3.77789 0.74502 -1.70954
17 H -2.85552 1.14251 -1.67860
18 H -3.84022 -0.17893 -1.44300
19 O -1.32063 2.97375 -0.94394
20 H -1.52669 3.95999 -1.00826
21 H -2.15237 2.69921 -0.71763

=====

Which of them is most stable, and which least? Most stable: *b*; least stable: *a*.